{
  "formula": "C48H132N12O12",
  "method": "ωB97M-V/def2-TZVPD",
  "spin_multiplicity": 1,
  "gap_ev": 8.91,
  "charge": 0,
  "e_homo_ev": -8.50,
  "relative_energy_ev": 1.9150,
  "fmax_ev_per_a": 2.74,
  "symbols": ["C", "O", "C", "C", "C", "N", "H", "H", "H", "H", "H", "H", "H", "H", "H", "H", "H", "C", "O", "C", "C", "C", "N", "H", "H", "H", "H", "H", "H", "H", "H", "H", "H", "H", "C", "O", "C", "C", "C", "N", "H", "H", "H", "H", "H", "H", "H", "H", "H", "H", "H", "C", "O", "C", "C", "C", "N", "H", "H", "H", "H", "H", "H", "H", "H", "H", "H", "H", "C", "O", "C", "C", "C", "N", "H", "H", "H", "H", "H", "H", "H", "H", "H", "H", "H", "C", "O", "C", "C", "C", "N", "H", "H", "H", "H", "H", "H", "H", "H", "H", "H", "H", "C", "O", "C", "C", "C", "N", "H", "H", "H", "H", "H", "H", "H", "H", "H", "H", "H", "C", "O", "C", "C", "C", "N", "H", "H", "H", "H", "H", "H", "H", "H", "H", "H", "H", "C", "O", "C", "C", "C", "N", "H", "H", "H", "H", "H", "H", "H", "H", "H", "H", "H", "C", "O", "C", "C", "C", "N", "H", "H", "H", "H", "H", "H", "H", "H", "H", "H", "H", "C", "O", "C", "C", "C", "N", "H", "H", "H", "H", "H", "H", "H", "H", "H", "H", "H", "C", "O", "C", "C", "C", "N", "H", "H", "H", "H", "H", "H", "H", "H", "H", "H", "H"],
  "positions_angstrom": [[-1.2137, -1.7431, 10.2351], [-0.0065, -1.9898, 9.5054], [0.3282, -0.9214, 8.7260], [1.6688, -1.3121, 8.0997], [2.2767, -0.2036, 7.2730], [1.6078, -2.5865, 7.3708], [-1.1906, -0.7851, 10.7992], [-1.3895, -2.5351, 10.9271], [-2.0411, -1.5520, 9.5210], [-0.4021, -0.7366, 7.9098], [0.2881, -0.0136, 9.3517], [2.3662, -1.5307, 8.9456], [3.1509, -0.6624, 6.7624], [2.6063, 0.6488, 7.8411], [1.6645, 0.1437, 6.4634], [1.3694, -3.3293, 8.0191], [0.8582, -2.5156, 6.6856], [-0.4527, 0.3672, -4.6116], [-0.1266, -0.3969, -5.7330], [-1.0788, -0.1635, -6.8136], [-1.0242, -1.3444, -7.7824], [0.4078, -1.5663, -8.3223], [-1.9244, -1.0451, -8.8828], [-0.6115, 1.4251, -4.8206], [0.3978, 0.3254, -3.8888], [-1.3507, -0.0056, -4.0905], [-2.0898, -0.0546, -6.4309], [-0.8040, 0.7515, -7.3346], [-1.2288, -2.2643, -7.2429], [0.4248, -2.2683, -9.1333], [1.0412, -1.9787, -7.5260], [0.8592, -0.6074, -8.6082], [-1.5561, -0.2178, -9.3374], [-2.8383, -0.7945, -8.5120], [-2.5423, 3.7129, 1.7174], [-1.3472, 4.2322, 1.1175], [-1.2494, 5.6336, 1.3066], [0.0300, 6.1653, 0.7278], [1.1790, 5.2640, 1.0907], [0.1693, 7.5360, 1.2354], [-3.3529, 3.8608, 0.9601], [-2.8197, 4.3361, 2.5828], [-2.4751, 2.6688, 2.0240], [-2.1424, 6.1147, 0.8654], [-1.2866, 5.8102, 2.3790], [-0.0200, 6.2971, -0.3658], [0.9684, 4.2192, 0.8147], [1.4191, 5.2720, 2.1444], [2.1240, 5.4594, 0.5822], [0.0205, 7.6086, 2.2233], [1.1073, 7.9275, 1.0554], [0.6264, 3.5761, -2.8200], [1.7911, 3.4056, -3.5619], [2.8441, 2.8861, -2.8313], [3.4393, 3.9326, -1.8829], [3.4620, 5.3551, -2.4826], [4.7654, 3.4647, -1.4666], [0.7238, 4.3953, -2.1013], [0.3650, 2.6955, -2.1976], [-0.2005, 3.6973, -3.5194], [2.6642, 1.9749, -2.2561], [3.5860, 2.7739, -3.6125], [2.8246, 3.9920, -0.9751], [2.4571, 5.7411, -2.6789], [4.2216, 5.4729, -3.2560], [3.8074, 5.9527, -1.6487], [5.4264, 3.5567, -2.2526], [5.1425, 4.0080, -0.6805], [2.2110, -8.4876, -1.5113], [1.9099, -7.2468, -0.9406], [2.1294, -6.1997, -1.8421], [1.7312, -4.9448, -1.1550], [0.2529, -4.8361, -0.8112], [2.0119, -3.8230, -2.0641], [1.9046, -9.2826, -0.8447], [3.2670, -8.6734, -1.7633], [1.7028, -8.6057, -2.4847], [3.1958, -6.1616, -2.1311], [1.5669, -6.4063, -2.7693], [2.3156, -4.8780, -0.2205], [-0.3445, -5.2275, -1.6770], [-0.1008, -3.8274, -0.6757], [-0.0388, -5.5245, 0.0010], [2.9704, -3.8181, -2.3580], [1.7967, -2.9475, -1.6303], [-5.9997, 5.4441, 0.0087], [-5.2020, 4.4436, -0.6377], [-5.2020, 4.6334, -2.0290], [-3.9184, 4.0163, -2.6745], [-3.8953, 2.5002, -2.2895], [-2.7721, 4.8243, -2.2848], [-7.0732, 5.1802, -0.1143], [-5.8448, 6.4463, -0.4457], [-5.7144, 5.4989, 1.0778], [-6.1175, 4.1817, -2.4604], [-5.2326, 5.6913, -2.2881], [-3.9633, 4.0833, -3.7587], [-4.8299, 1.9595, -2.4644], [-3.7122, 2.4260, -1.2086], [-3.0912, 1.9892, -2.8264], [-2.1172, 4.8898, -3.0353], [-2.4131, 4.4052, -1.4297], [-4.8146, -1.2969, -1.0748], [-4.5107, -1.1205, -2.5068], [-4.1397, -2.3379, -3.1020], [-4.0112, -2.1708, -4.5738], [-5.4184, -1.9479, -5.1763], [-3.3946, -3.3291, -5.1246], [-5.7438, -1.8647, -0.9760], [-4.8392, -0.3947, -0.4957], [-4.0045, -1.9358, -0.6901], [-3.1909, -2.6620, -2.6325], [-4.8954, -3.0890, -2.8490], [-3.3921, -1.2722, -4.7946], [-5.9960, -1.1999, -4.6536], [-5.9259, -2.9068, -5.0592], [-5.3937, -1.6110, -6.2478], [-3.3240, -3.1950, -6.1306], [-2.4775, -3.4621, -4.7056], [-1.0134, -7.6510, -5.9636], [-0.4946, -6.4461, -6.4412], [-0.5775, -5.5124, -5.3981], [0.1609, -4.1836, -5.7090], [1.6304, -4.4719, -5.8352], [-0.1682, -3.2145, -4.6771], [-2.0881, -7.4795, -5.7095], [-0.5132, -7.9617, -5.0137], [-0.9082, -8.4907, -6.6486], [-1.6054, -5.3408, -5.1337], [-0.0044, -5.9617, -4.5533], [-0.1666, -3.7255, -6.6628], [2.3179, -3.6999, -6.2372], [1.7377, -5.3416, -6.5207], [1.9711, -4.8235, -4.8690], [0.3860, -3.4645, -3.8575], [0.0374, -2.2711, -4.9585], [-0.7101, 3.2093, 8.7996], [-1.0627, 2.7111, 7.5036], [-0.0180, 2.6542, 6.5705], [0.3577, 4.0308, 5.9786], [-0.8578, 4.6393, 5.2896], [1.4128, 3.8604, 5.0224], [0.3234, 2.9670, 8.9861], [-1.3873, 2.7760, 9.5513], [-0.8299, 4.2910, 8.8431], [0.8600, 2.1589, 6.9665], [-0.3593, 2.0393, 5.7492], [0.7030, 4.6293, 6.8379], [-1.0708, 4.1661, 4.3560], [-0.6394, 5.6973, 5.0662], [-1.7499, 4.6959, 5.9153], [1.3678, 4.6190, 4.3480], [2.3125, 3.8865, 5.4506], [4.7244, 0.1932, 3.7040], [5.2216, -0.4672, 2.5300], [4.5453, 0.0546, 1.3997], [5.0766, -0.7165, 0.2104], [6.5853, -0.6515, 0.1625], [4.3471, -0.2822, -0.9860], [3.6193, 0.1036, 3.6759], [4.9768, 1.2871, 3.5790], [5.0966, -0.1870, 4.6497], [3.4855, -0.0436, 1.5953], [4.7431, 1.1125, 1.1824], [4.8297, -1.8024, 0.2866], [7.0122, -1.0648, 1.0776], [6.9017, 0.3963, 0.0481], [7.0337, -1.1983, -0.6379], [4.5031, 0.7225, -1.1722], [4.7100, -0.7418, -1.8061], [0.0433, 1.6644, 2.6577], [-0.3725, 0.7787, 1.6302], [0.2114, 1.0556, 0.3913], [0.1919, -0.0736, -0.6317], [-1.1981, -0.6653, -0.7046], [1.1814, -1.1179, -0.3522], [1.0237, 1.3644, 2.9971], [-0.6426, 1.6058, 3.5169], [0.0685, 2.6884, 2.3192], [-0.2486, 1.9340, -0.0640], [1.2732, 1.3192, 0.5539], [0.4703, 0.3876, -1.6007], [-1.4641, -1.2768, 0.1871], [-1.4083, -1.2872, -1.5772], [-1.8706, 0.1886, -0.6895], [2.0681, -0.6460, -0.1655], [0.8799, -1.6446, 0.4486], [-1.8801, -0.8937, 4.7885], [-0.6078, -1.3940, 4.5703], [-0.6600, -2.3124, 3.4587], [0.5860, -3.1973, 3.4479], [1.7968, -2.2652, 3.4619], [0.4529, -4.1924, 2.3598], [-2.3990, -0.4815, 3.8965], [-1.7673, -0.0731, 5.5267], [-2.5416, -1.6335, 5.2568], [-1.5970, -2.8476, 3.5924], [-0.6218, -1.7341, 2.5071], [0.6182, -3.8277, 4.3286], [1.6884, -1.5506, 4.2639], [1.7735, -1.6637, 2.5554], [2.8024, -2.6856, 3.5742], [1.1714, -4.9168, 2.4522], [0.5868, -3.7748, 1.4279]],
  "atomic_forces_ev_per_a": [[0.12, 1.41, -1.03], [-1.70, -1.05, 1.88], [0.36, 0.72, -1.13], [0.62, 0.03, 1.17], [1.15, -1.14, -0.89], [-0.19, 0.64, -0.24], [0.51, -0.40, -0.05], [-0.21, -0.68, 0.18], [0.12, -0.65, 0.28], [0.00, -0.19, 0.09], [0.64, 0.15, -0.25], [-0.45, 0.35, -0.43], [-0.24, 0.44, 0.37], [0.08, 0.29, 0.43], [-0.73, 0.13, -0.37], [-0.12, 0.13, -0.09], [0.02, -0.21, -0.09], [0.51, 0.13, 1.53], [-0.94, 0.41, -1.01], [1.32, -1.08, 0.71], [1.33, 0.60, -0.10], [-0.07, 0.67, 1.07], [-0.32, -0.43, 0.02], [0.00, 0.17, -0.34], [-0.54, -0.13, -0.57], [0.10, -0.04, -0.17], [-0.23, 0.00, 0.31], [0.09, 0.26, -0.10], [-0.90, -0.02, -0.08], [-0.15, -0.23, -0.54], [-0.14, 0.18, -0.12], [-0.06, -0.19, -0.21], [-0.12, 0.04, -0.23], [0.02, -0.04, -0.19], [-0.86, 1.23, -0.96], [-0.03, -0.63, 0.33], [-1.17, -0.52, -0.45], [0.59, 0.97, -0.08], [0.74, -1.30, -0.52], [0.74, 0.62, -0.62], [0.27, -0.41, 0.65], [0.12, -0.30, 0.01], [0.42, 0.08, -0.28], [0.37, 0.08, 0.05], [0.16, 0.31, 0.41], [-0.22, -0.46, 0.25], [-0.14, 0.25, 0.17], [-0.20, 0.09, 0.50], [-0.07, 0.61, -0.17], [-0.08, -0.19, 0.54], [-0.76, -0.40, -0.02], [-0.65, -0.50, 0.65], [-1.03, -0.45, -0.39], [1.47, 1.21, 0.06], [-0.05, 0.42, 0.17], [0.02, -0.39, 1.25], [0.42, 0.02, -0.11], [-0.28, 0.31, -0.18], [0.27, 0.03, -0.30], [0.06, 0.38, 0.11], [-0.33, -0.27, -0.33], [0.52, -0.78, 0.01], [0.07, -0.15, -0.08], [0.31, -0.17, -0.65], [-0.48, -0.06, -0.41], [0.28, 0.49, 0.22], [-0.38, -0.04, 0.57], [-0.28, -0.25, -0.55], [0.00, -0.55, -0.86], [0.31, -0.63, 0.25], [0.20, -0.70, -0.31], [-0.22, 1.86, 0.07], [-0.93, -2.18, -0.97], [-0.19, -0.82, -0.31], [-0.21, -0.03, 0.21], [0.12, 0.52, 0.37], [-0.22, -0.03, 0.27], [-0.08, 0.07, 0.08], [-0.10, 0.37, 0.12], [0.00, -0.06, -0.11], [0.49, 0.40, 0.39], [0.13, 0.42, 0.40], [0.21, 0.64, -0.04], [0.48, 0.09, -0.08], [-0.10, 0.71, 0.33], [-0.11, -0.18, -0.10], [0.11, 0.94, 0.55], [0.10, -0.51, -1.40], [-1.54, -0.51, 0.54], [0.69, 0.66, 0.25], [-0.75, -0.63, 0.91], [0.48, 0.22, 0.29], [0.05, -0.53, 0.22], [-0.25, -0.23, -0.60], [0.28, -0.03, 0.04], [0.13, 0.22, 0.12], [-0.55, 0.10, -0.16], [0.04, 0.31, -0.26], [0.12, -0.05, -0.18], [-0.05, -0.07, 0.12], [0.68, -0.18, 0.03], [0.68, 0.41, -0.26], [0.96, -1.62, -1.79], [-0.65, 1.11, 1.69], [0.27, -0.08, 1.49], [-0.66, 1.65, -0.69], [0.56, -0.13, -0.72], [-0.14, -0.88, -0.47], [-0.10, 0.17, 0.04], [-0.05, 0.74, -0.33], [-0.18, 0.17, 0.28], [-0.06, -0.14, -0.32], [-0.02, -0.30, -0.24], [-0.29, -0.04, 0.43], [0.07, 0.28, 0.37], [-0.21, 0.03, -0.39], [0.08, -0.61, 0.81], [0.32, -0.35, 0.20], [0.20, 0.14, -0.41], [-0.83, -0.38, 1.12], [0.35, -0.13, -0.57], [1.61, 0.65, 0.13], [-0.58, 0.50, -1.02], [0.90, -1.18, -0.97], [-0.21, -0.89, 0.79], [0.49, -0.48, -0.18], [-0.16, 0.22, -0.45], [0.02, 0.39, -0.39], [-0.55, 0.14, 0.30], [-0.59, 0.36, 0.12], [-0.20, -0.70, 0.29], [-0.73, -0.03, 0.45], [0.04, 0.43, 0.29], [0.41, 0.12, 0.34], [-0.06, 0.41, 0.12], [0.20, 0.24, -0.14], [-0.56, -0.05, -0.75], [-0.37, -0.07, 0.73], [0.00, 0.61, -0.54], [-0.87, -0.61, 1.13], [0.42, 1.59, 0.87], [-0.09, 0.07, -1.08], [0.45, -0.19, 0.46], [0.34, -0.06, -0.35], [0.04, 0.20, -0.01], [0.37, -0.04, 0.38], [-0.23, -0.27, -0.26], [-0.36, 0.31, -0.19], [-0.17, -0.64, -0.58], [0.05, -0.19, -0.12], [0.10, -0.45, 0.03], [0.21, -0.17, 0.03], [0.64, -0.04, 0.25], [-0.54, 1.20, -1.36], [-0.10, 0.60, 1.09], [0.78, -0.76, -0.01], [-0.73, -1.52, -0.64], [0.34, 0.97, 0.51], [0.16, 1.23, -0.05], [0.36, 0.10, 0.38], [-0.25, -0.86, 0.53], [0.35, -0.32, -0.29], [-0.57, -0.17, -0.42], [0.20, 0.25, 0.46], [-0.10, 0.64, 0.40], [-0.07, 0.22, 0.03], [0.07, -0.15, 0.15], [-0.03, -0.47, -0.82], [0.00, -0.46, 0.28], [0.02, -0.31, -0.17], [-0.21, -0.41, 0.18], [-0.72, -0.59, 0.20], [1.07, 0.79, -0.30], [0.04, -0.64, 0.37], [-0.64, -0.15, 0.35], [0.09, 0.51, -0.58], [0.52, 0.04, 0.24], [0.09, -0.22, -0.43], [0.02, 0.41, -0.19], [-0.29, 0.31, 0.01], [-0.02, 0.05, -0.06], [-0.19, -0.16, 0.39], [0.42, 0.42, -0.36], [0.25, 0.15, -0.10], [-0.49, -0.08, -0.21], [0.06, -0.58, -0.03], [0.07, -0.07, 0.50], [-0.80, 1.33, 1.07], [0.47, -0.57, -0.98], [0.66, 0.41, 0.18], [0.06, -0.56, 0.09], [0.22, 0.15, -0.34], [0.51, 0.59, -0.35], [0.49, -0.24, 0.18], [-0.17, -0.29, -0.39], [-0.02, -0.14, -0.15], [0.05, -0.50, -0.53], [-0.50, -0.16, 0.41], [-0.15, 0.11, 0.55], [-0.11, 0.16, 0.41], [0.15, 0.09, -0.35], [-0.37, -0.43, -0.17], [-0.31, 0.38, -0.03], [-0.07, -0.19, 0.62]],
  "lowdin_charge": [-0.08, -0.19, -0.26, -0.43, -0.07, 0.06, 0.09, 0.08, 0.09, 0.13, 0.12, 0.15, 0.08, 0.07, 0.05, 0.07, 0.06, -0.13, -0.21, -0.17, -0.44, -0.04, 0.04, 0.08, 0.09, 0.08, 0.11, 0.13, 0.10, 0.07, 0.06, 0.09, 0.07, 0.07, -0.07, -0.24, -0.21, -0.42, -0.06, 0.03, 0.08, 0.08, 0.08, 0.14, 0.11, 0.14, 0.06, 0.07, 0.06, 0.05, 0.09, -0.11, -0.17, -0.22, -0.44, -0.05, 0.03, 0.08, 0.08, 0.08, 0.12, 0.13, 0.11, 0.07, 0.08, 0.06, 0.08, 0.08, -0.12, -0.17, -0.24, -0.43, -0.07, 0.05, 0.08, 0.09, 0.09, 0.14, 0.11, 0.14, 0.09, 0.05, 0.08, 0.07, 0.02, -0.10, -0.22, -0.23, -0.39, -0.05, 0.06, 0.09, 0.09, 0.09, 0.13, 0.11, 0.13, 0.08, 0.06, 0.06, 0.05, 0.06, -0.06, -0.21, -0.25, -0.48, -0.05, 0.05, 0.08, 0.07, 0.08, 0.12, 0.13, 0.12, 0.06, 0.08, 0.08, 0.08, 0.03, -0.13, -0.17, -0.21, -0.43, -0.06, 0.07, 0.10, 0.09, 0.09, 0.10, 0.11, 0.11, 0.08, 0.09, 0.05, 0.05, 0.04, -0.09, -0.19, -0.22, -0.44, -0.04, 0.06, 0.08, 0.09, 0.08, 0.09, 0.10, 0.14, 0.05, 0.08, 0.09, 0.06, 0.07, -0.09, -0.20, -0.23, -0.44, -0.06, 0.04, 0.07, 0.10, 0.08, 0.09, 0.13, 0.15, 0.08, 0.09, 0.06, 0.05, 0.07, -0.09, -0.18, -0.23, -0.41, -0.05, 0.07, 0.08, 0.08, 0.05, 0.11, 0.12, 0.11, 0.09, 0.07, 0.07, 0.04, 0.04, -0.15, -0.21, -0.18, -0.41, -0.05, 0.05, 0.10, 0.08, 0.09, 0.12, 0.12, 0.13, 0.05, 0.06, 0.09, 0.08, 0.04]
}